1.
Below is a structure of composition C17H14BrN4OPt at a distorted geometry, with properties calculated with ωB97M-V with the def2-TZVPD basis set.

Positions of all 38 atoms, in Å:
Pt1 -0.012 0.459 0.539
O1 4.013 -0.599 1.049
C1 2.983 -0.136 0.643
N1 1.741 -0.658 0.940
C2 1.706 -1.783 1.798
C3 0.325 -2.288 2.012
C4 0.075 -3.428 2.789
C5 -1.229 -3.873 2.912
C6 -2.254 -3.187 2.278
C7 -1.927 -2.045 1.547
N2 -0.680 -1.626 1.434
C8 2.920 1.051 -0.286
C9 4.105 1.697 -0.637
C10 4.027 2.687 -1.605
C11 2.806 3.012 -2.171
C12 1.666 2.341 -1.725
N3 1.753 1.405 -0.801
H1 2.211 -1.572 2.764
H2 2.350 -2.593 1.388
H3 0.895 -3.932 3.282
H4 -1.447 -4.759 3.495
H5 -3.284 -3.509 2.331
H6 -2.697 -1.483 1.037
H7 5.027 1.394 -0.157
H8 4.933 3.189 -1.929
H9 2.712 3.761 -2.946
H10 0.698 2.577 -2.142
Br1 -1.579 2.412 1.133
C13 -2.411 1.729 -0.493
C14 -3.528 2.297 -1.070
C15 -4.025 1.680 -2.216
C16 -3.399 0.555 -2.724
C17 -2.265 0.065 -2.078
N4 -1.795 0.654 -0.986
H11 -3.992 3.177 -0.648
H12 -4.907 2.088 -2.700
H13 -3.777 0.054 -3.605
H14 -1.738 -0.809 -2.445

- HOMO-LUMO gap (spin up / spin down) (eV) = 4.81 / 4.81
- net charge = +3
- maximum force (hartree/bohr) = 0.128
- LUMO (spin up / spin down) (eV) = -14.5 / -14.5
- E_HOMO (spin up / spin down) (Ha) = -0.7108 / -0.7108
- spin multiplicity = 1
- relative energy (zero: lowest compared OMol25 entry of this formula, charge and spin) (kcal per mole) = 77.6

---

2.
Below is a cluster of 2 separate species, C8H13N2S in total at a distorted geometry, with properties calculated with ωB97M-V with the def2-TZVPD basis set.

Positions of all 24 atoms, in Å:
C1 3.719 0.226 -1.125
C2 3.362 -1.239 0.781
C3 2.667 0.688 -0.397
C4 -2.193 -1.234 -0.807
C5 -2.552 -0.737 0.577
C6 -1.290 -0.104 -0.183
C7 -3.790 0.125 0.863
C8 1.786 1.762 -0.774
N1 2.445 -0.223 0.667
N2 0.936 2.407 -0.095
S1 4.378 -1.310 -0.597
H1 4.103 0.661 -2.079
H2 3.185 -2.067 1.441
H3 -1.826 -2.207 -1.054
H4 -2.848 -0.909 -1.643
H5 -2.502 -1.425 1.359
H6 -1.305 0.884 -0.538
H7 -4.685 -0.330 0.300
H8 -3.513 1.232 0.665
H9 -3.925 0.146 1.972
H10 2.037 2.136 -1.728
H11 -0.346 -0.502 0.219
H12 1.634 -0.112 1.331
H13 0.523 2.131 0.846

- HOMO-LUMO gap (spin up / spin down) (eV) = 7.58 / 7.58
- net charge = +1
- maximum force (hartree/bohr) = 0.089
- LUMO (spin up / spin down) (eV) = -5.1 / -5.1
- E_HOMO (spin up / spin down) (Ha) = -0.4667 / -0.4667
- spin multiplicity = 1
- relative energy (zero: lowest compared OMol25 entry of this formula, charge and spin) (kcal per mole) = 69.6

---

3.
Below is the molecule C2H3BrO at a distorted geometry, with properties calculated with ωB97M-V with the def2-TZVPD basis set.

Positions of all 7 atoms, in Å:
C1 -0.652 0.591 -0.316
C2 0.322 -0.358 0.275
O1 -1.656 0.962 0.251
Br1 2.215 -0.158 -0.016
H1 -0.380 0.717 -1.332
H2 0.028 -0.379 1.394
H3 0.122 -1.376 -0.256

- HOMO-LUMO gap (eV) = 10.64
- maximum force (hartree/bohr) = 0.066
- LUMO (eV) = 0.3
- E_HOMO (Ha) = -0.3800
- spin multiplicity = 1
- relative energy (zero: lowest compared OMol25 entry of this formula, charge and spin) (kcal per mole) = 19.1

---

4.
Below is a cluster of 12 separate species, C36H52Cl16N4 in total at a distorted geometry, with properties calculated with ωB97M-V with the def2-TZVPD basis set.

Positions of all 108 atoms, in Å:
Cl1 1.476 -0.929 0.610
C1 0.447 0.153 -0.326
C2 -0.877 0.308 0.388
Cl2 -1.856 -1.209 0.399
H1 0.382 -0.200 -1.351
H2 0.916 1.140 -0.315
H3 -1.488 1.046 -0.137
H4 -0.830 0.675 1.407
Cl3 5.695 -1.511 1.949
C3 4.346 -0.741 2.869
C4 4.253 -1.262 4.290
Cl4 3.758 -2.963 4.417
H5 3.430 -0.915 2.306
H6 4.506 0.333 2.801
H7 3.519 -0.641 4.802
H8 5.232 -1.169 4.752
Cl5 1.728 -3.641 -3.538
C5 2.058 -2.393 -4.770
C6 2.711 -1.176 -4.171
Cl6 4.365 -1.437 -3.526
H9 1.087 -2.112 -5.178
H10 2.661 -2.815 -5.570
H11 2.118 -0.788 -3.345
H12 2.768 -0.368 -4.899
Cl7 0.206 3.345 1.291
C7 -0.430 4.143 2.766
C8 -1.715 3.500 3.256
Cl8 -1.604 1.749 3.426
H13 -0.633 5.178 2.497
H14 0.314 4.170 3.559
H15 -2.517 3.702 2.544
H16 -2.074 3.883 4.209
Cl9 -0.600 -2.294 5.351
C9 -1.490 -2.042 3.825
C10 -2.992 -2.181 3.986
Cl10 -3.562 -3.751 3.412
H17 -1.131 -2.696 3.036
H18 -1.258 -1.037 3.466
H19 -3.438 -1.431 3.329
H20 -3.375 -1.980 4.982
Cl11 -1.693 -6.020 -0.601
C11 -0.642 -4.809 0.258
C12 -0.234 -5.326 1.627
Cl12 0.979 -4.203 2.293
H21 -1.220 -3.896 0.336
H22 0.231 -4.641 -0.369
H23 0.163 -6.333 1.677
H24 -1.126 -5.276 2.252
Cl13 -4.077 1.597 0.917
C13 -5.011 0.705 2.172
C14 -6.267 1.435 2.583
Cl14 -5.849 3.023 3.301
H25 -4.338 0.380 2.961
H26 -5.300 -0.224 1.673
H27 -6.829 0.826 3.286
H28 -6.861 1.661 1.703
Cl15 -2.568 -4.051 -5.544
C15 -2.088 -4.347 -3.860
C16 -2.353 -3.144 -2.977
Cl16 -1.256 -1.780 -3.285
H29 -1.055 -4.673 -3.780
H30 -2.736 -5.153 -3.518
H31 -2.169 -3.395 -1.934
H32 -3.383 -2.813 -3.093
N1 -6.034 -0.776 -2.938
C17 -6.185 -0.081 -4.075
C18 -5.327 0.973 -4.377
C19 -4.252 1.281 -3.561
C20 -4.072 0.517 -2.421
C21 -5.005 -0.469 -2.156
H33 -7.070 -0.276 -4.662
H34 -5.545 1.528 -5.284
H35 -3.602 2.085 -3.881
H36 -3.178 0.687 -1.837
H37 -4.787 -1.132 -1.322
N2 3.332 2.054 0.530
C22 4.181 1.292 -0.184
C23 5.154 1.814 -1.024
C24 5.380 3.180 -1.016
C25 4.443 3.979 -0.379
C26 3.440 3.375 0.371
H38 3.980 0.228 -0.148
H39 5.748 1.141 -1.631
H40 6.247 3.651 -1.460
H41 4.567 5.054 -0.417
H42 2.725 4.003 0.889
N3 2.504 2.539 -5.715
C27 2.598 2.456 -4.384
C28 1.563 1.972 -3.592
C29 0.354 1.575 -4.175
C30 0.255 1.748 -5.535
C31 1.355 2.155 -6.275
H43 3.469 2.841 -3.874
H44 1.561 2.038 -2.509
H45 -0.505 1.152 -3.671
H46 -0.680 1.579 -6.060
H47 1.382 2.218 -7.356
N4 2.206 0.783 5.662
C32 1.618 0.615 4.493
C33 2.117 1.109 3.285
C34 3.395 1.648 3.281
C35 4.038 1.815 4.508
C36 3.394 1.416 5.667
H48 0.646 0.136 4.477
H49 1.565 1.006 2.361
H50 3.809 1.992 2.342
H51 4.965 2.374 4.531
H52 3.829 1.540 6.650

- HOMO-LUMO gap (eV) = 9.83
- maximum force (hartree/bohr) = 0.040
- LUMO (eV) = 0.2
- E_HOMO (Ha) = -0.3552
- spin multiplicity = 1
- relative energy (zero: lowest compared OMol25 entry of this formula, charge and spin) (kcal per mole) = 28.6

---

5.
Below is a structure of composition C27H27N5O16V2 at a distorted geometry, with properties calculated with ωB97M-V with the def2-TZVPD basis set.

Positions of all 77 atoms, in Å:
O1 -21.560 -6.151 -9.050
V1 -22.144 -7.221 -10.075
O2 -23.677 -7.308 -10.045
O3 -18.673 -10.532 -15.967
V2 -18.108 -10.343 -14.519
O4 -16.527 -10.486 -14.513
O5 -20.522 -7.413 -11.504
C1 -19.948 -6.794 -12.591
C2 -19.287 -7.756 -13.591
O6 -18.469 -8.854 -13.192
H1 -19.283 -5.977 -12.267
H2 -20.765 -6.314 -13.156
H3 -18.797 -7.371 -14.494
H4 -20.179 -8.223 -14.051
C3 -19.220 -3.996 -14.538
N1 -19.182 -3.161 -15.758
O7 -19.274 -1.962 -15.573
O8 -19.099 -3.697 -16.841
H5 -19.921 -3.598 -13.814
H6 -18.209 -3.945 -14.138
H7 -19.534 -4.989 -14.843
C4 -24.385 -10.155 -17.119
C5 -24.822 -9.129 -16.266
C6 -24.232 -8.972 -15.010
C7 -23.220 -9.841 -14.640
C8 -22.728 -10.816 -15.476
C9 -23.323 -10.938 -16.717
N2 -22.715 -9.810 -13.266
O9 -23.364 -9.235 -12.406
O10 -21.596 -10.238 -13.034
H8 -24.966 -10.337 -18.012
H9 -25.550 -8.379 -16.541
H10 -24.521 -8.096 -14.448
H11 -21.945 -11.510 -15.211
H12 -22.955 -11.653 -17.444
C10 -21.374 -8.370 -17.563
C11 -21.905 -7.334 -18.315
C12 -22.047 -7.429 -19.693
C13 -21.445 -8.505 -20.333
C14 -20.939 -9.568 -19.610
C15 -20.884 -9.492 -18.231
N3 -21.539 -8.543 -21.801
O11 -20.940 -9.439 -22.365
O12 -22.264 -7.748 -22.361
H13 -21.392 -8.371 -16.481
H14 -22.479 -6.548 -17.837
H15 -22.431 -6.597 -20.263
H16 -20.563 -10.478 -20.057
H17 -20.583 -10.331 -17.621
C16 -19.948 -1.115 -11.728
C17 -19.663 -2.430 -11.416
C18 -20.683 -3.374 -11.517
C19 -21.953 -3.015 -11.928
C20 -22.183 -1.680 -12.245
C21 -21.214 -0.704 -12.140
N4 -23.055 -3.963 -11.966
O13 -24.199 -3.634 -12.171
O14 -22.802 -5.113 -11.621
H18 -19.201 -0.342 -11.590
H19 -18.710 -2.687 -10.978
H20 -20.457 -4.396 -11.236
H21 -23.180 -1.413 -12.577
H22 -21.490 0.310 -12.383
C22 -18.249 -6.885 -19.779
C23 -17.086 -7.418 -20.313
C24 -16.003 -7.644 -19.476
C25 -16.152 -7.496 -18.104
C26 -17.325 -6.958 -17.590
C27 -18.391 -6.665 -18.413
N5 -14.987 -7.716 -17.245
O15 -15.096 -7.421 -16.071
O16 -13.997 -8.193 -17.761
H23 -19.049 -6.599 -20.450
H24 -16.969 -7.413 -21.388
H25 -15.034 -7.927 -19.861
H26 -17.319 -6.787 -16.520
H27 -19.338 -6.328 -18.023

- HOMO-LUMO gap (eV) = 7.24
- maximum force (hartree/bohr) = 0.118
- LUMO (eV) = -2.1
- E_HOMO (Ha) = -0.3438
- spin multiplicity = 1
- relative energy (zero: lowest compared OMol25 entry of this formula, charge and spin) (kcal per mole) = 14.6

---

6.
Below is a structure of composition C24H29N2O3S3V at a distorted geometry, with properties calculated with ωB97M-V with the def2-TZVPD basis set.

Positions of all 62 atoms, in Å:
V1 2.358 0.604 -0.213
S1 0.383 0.811 -1.406
C1 -0.640 -0.361 -0.634
N1 -1.975 -0.304 -0.815
C2 -2.828 -1.096 0.058
C3 -2.245 -2.478 0.215
N2 -0.860 -2.381 0.650
C4 -0.435 -3.367 1.647
C5 -1.020 -3.032 3.000
C6 -1.905 -3.901 3.626
C7 -2.457 -3.573 4.857
C8 -2.131 -2.371 5.465
C9 -1.246 -1.499 4.843
C10 -0.692 -1.827 3.617
C11 -0.085 -1.385 0.185
S2 1.607 -1.383 0.602
C12 -2.661 0.684 -1.647
C13 -3.576 0.006 -2.637
C14 -3.050 -0.916 -3.538
C15 -3.877 -1.554 -4.449
C16 -5.237 -1.271 -4.469
C17 -5.765 -0.352 -3.577
C18 -4.936 0.283 -2.661
H1 -3.818 -1.158 -0.390
H2 -2.911 -0.608 1.035
H3 -2.299 -3.029 -0.729
H4 -2.803 -3.024 0.974
H5 0.650 -3.393 1.680
H6 -0.783 -4.346 1.313
H7 -2.158 -4.844 3.155
H8 -3.142 -4.257 5.339
H9 -2.562 -2.112 6.423
H10 -0.981 -0.562 5.316
H11 0.005 -1.142 3.145
H12 -1.915 1.280 -2.165
H13 -3.229 1.356 -0.997
H14 -1.987 -1.132 -3.526
H15 -3.461 -2.267 -5.148
H16 -5.882 -1.768 -5.182
H17 -6.824 -0.129 -3.589
H18 -5.350 1.000 -1.961
C19 4.392 1.544 3.319
C20 3.080 1.439 2.587
O1 2.000 1.470 3.120
O2 3.222 1.346 1.265
H19 4.228 1.540 4.392
H20 4.890 2.473 3.034
H21 5.037 0.714 3.032
O3 3.377 1.471 -1.686
S3 4.808 1.902 -2.045
C21 5.242 3.150 -0.784
C22 5.228 4.521 -1.461
C23 4.197 4.439 -2.583
C24 4.527 3.152 -3.325
H22 6.196 2.880 -0.336
H23 4.457 3.036 -0.035
H24 6.212 4.742 -1.878
H25 4.994 5.300 -0.737
H26 4.251 5.298 -3.250
H27 3.185 4.389 -2.178
H28 5.457 3.229 -3.892
H29 3.743 2.764 -3.972

- HOMO-LUMO gap (spin up / spin down) (eV) = 6.52 / 7.80
- net charge = +1
- expectation value of S² = 3.78
- maximum force (hartree/bohr) = 0.021
- LUMO (spin up / spin down) (eV) = -3.2 / -3.5
- E_HOMO (spin up / spin down) (Ha) = -0.3562 / -0.4156
- spin multiplicity = 4
- relative energy (zero: lowest compared OMol25 entry of this formula, charge and spin) (kcal per mole) = 15.5

---

7.
Below is a structure of composition C13H16CoN5O6S2, with properties calculated with ωB97M-V with the def2-TZVPD basis set.

Positions of all 43 atoms, in Å:
Co1 0.164 1.350 1.105
N1 0.599 1.104 3.019
C1 0.163 2.330 3.725
C2 -1.161 2.730 3.103
O1 -2.078 3.209 3.739
N2 -1.158 2.449 1.775
C3 -2.406 2.089 1.125
C4 -2.365 0.577 0.926
O2 -3.333 -0.101 0.699
O3 -1.133 0.074 1.052
H1 0.097 0.294 3.367
H2 1.600 0.934 3.104
H3 0.913 3.106 3.572
H4 0.033 2.168 4.792
H5 -2.510 2.576 0.153
H6 -3.263 2.367 1.735
N3 -1.715 -4.940 -2.632
C5 -0.798 -4.001 -2.194
C6 0.204 -3.532 -3.046
C7 1.136 -2.617 -2.594
C8 1.084 -2.176 -1.279
C9 0.092 -2.637 -0.416
C10 -0.840 -3.541 -0.871
S1 2.206 -0.959 -0.723
O4 3.077 -0.618 -1.817
O5 2.776 -1.378 0.538
N4 1.286 0.316 -0.347
C11 0.899 1.251 -1.216
S2 0.976 1.423 -2.928
C12 0.025 2.884 -2.795
C13 -0.280 3.156 -1.513
N5 0.235 2.248 -0.614
H7 -1.848 -5.004 -3.627
H8 -2.573 -5.000 -2.111
H9 0.247 -3.886 -4.069
H10 1.911 -2.245 -3.251
H11 0.032 -2.262 0.597
H12 -1.622 -3.888 -0.207
H13 -0.209 3.464 -3.672
H14 -0.834 4.010 -1.154
O6 3.243 1.032 1.951
H15 3.932 1.493 1.462
H16 3.193 0.151 1.537

- HOMO-LUMO gap (spin up / spin down) (eV) = 7.11 / 7.15
- maximum force (hartree/bohr) = 0.015
- LUMO (spin up / spin down) (eV) = -1.3 / -1.2
- E_HOMO (spin up / spin down) (Ha) = -0.3084 / -0.3084
- spin multiplicity = 1
- relative energy (zero: lowest compared OMol25 entry of this formula, charge and spin) (kcal per mole) = 29.6

---

8.
Below is a cluster of 2 separate species, C10H15N4O in total at a distorted geometry, with properties calculated with ωB97M-V with the def2-TZVPD basis set.

Positions of all 30 atoms, in Å:
C1 -4.670 0.773 0.374
C2 -4.215 0.881 -0.980
C3 -3.830 0.227 1.340
C4 -2.859 0.689 -1.257
C5 -2.456 0.047 1.070
C6 -1.996 0.337 -0.181
C7 0.053 -2.237 -0.871
C8 -0.041 -1.028 -0.603
C9 2.578 1.066 0.278
C10 3.908 1.563 0.727
N1 2.581 -0.172 -0.145
N2 0.493 -3.442 -0.996
N3 1.467 1.729 0.270
N4 3.667 -1.079 -0.359
O1 -0.586 0.209 -0.545
H1 -5.679 1.167 0.481
H2 -4.856 1.386 -1.702
H3 -4.066 -0.318 2.230
H4 -2.459 0.681 -2.202
H5 -1.869 -0.109 1.921
H6 4.633 0.764 0.617
H7 3.584 1.693 1.831
H8 4.018 2.602 0.476
H9 1.614 -0.683 -0.474
H10 0.539 -4.037 -0.201
H11 0.343 -3.931 -1.817
H12 0.594 1.534 -0.085
H13 1.624 2.609 0.696
H14 4.456 -0.881 0.170
H15 3.432 -2.038 -0.063

- HOMO-LUMO gap (eV) = 9.71
- net charge = +1
- maximum force (hartree/bohr) = 0.089
- LUMO (eV) = -2.4
- E_HOMO (Ha) = -0.4455
- spin multiplicity = 1
- relative energy (zero: lowest compared OMol25 entry of this formula, charge and spin) (kcal per mole) = 106.0